Here is a molecular structure, C38H37BrHoN7O3PS in a non-equilibrium geometry from the OMol25 dataset. Energies are from the ωB97M-V functional and the def2-TZVPD basis.

Last column: Mulliken charge in e.
Cartesian coordinates (Å):
Ho 1.3186 -0.6466 0.5338  0.241
C 2.0943 3.7182 2.1180  -1.677
C 1.8579 2.2266 2.0819  0.362
N 1.7815 1.6360 0.8706  1.516
N 1.8384 2.3679 -0.2491  -1.357
C 1.8295 1.6281 -1.3929  0.610
O 1.9492 0.3701 -1.3958  -0.497
C 1.6023 2.4174 -2.6260  0.233
C 1.0659 3.6968 -2.5835  -0.197
C 0.8367 4.4071 -3.7238  -0.691
C 1.2348 3.8637 -4.9490  -0.352
C 1.7333 2.5622 -5.0019  -0.793
C 1.9076 1.8262 -3.8351  -0.267
C 1.9543 1.3785 3.2008  0.851
C 2.4427 1.8367 4.4680  -0.816
C 2.4280 0.9353 5.5347  -0.515
C 1.8447 -0.3290 5.3580  -0.724
C 1.4266 -0.7364 4.0967  -0.366
N 1.6775 0.0174 3.0459  0.418
H 2.0948 4.1084 1.0835  0.283
H 3.1569 3.9134 2.4580  0.373
H 1.4001 4.2259 2.7927  0.397
H 0.7597 4.2649 -1.6878  0.272
H 0.3979 5.4313 -3.6904  0.363
H 1.1792 4.4823 -5.8681  0.362
H 2.0941 2.1764 -5.9169  0.430
H 2.1915 0.7700 -3.7798  0.402
H 2.6551 2.9185 4.5095  0.426
H 3.0039 1.1342 6.4173  0.436
H 1.7993 -1.0442 6.2148  0.365
H 1.0101 -1.6930 3.8345  0.551
C -0.4512 -4.8194 -6.8364  -1.299
C 0.1330 -4.4020 -5.5529  0.767
C 1.0642 -5.1573 -4.8163  -0.469
C 1.5564 -4.7069 -3.6341  -0.313
C 1.0269 -3.4757 -3.1969  0.486
Br 1.6835 -2.7146 -1.5549  0.002
N 0.2119 -2.7151 -3.8681  -0.404
C -0.2472 -3.1665 -5.0163  -0.515
H 0.1705 -4.5599 -7.6858  0.271
H -1.4556 -4.3848 -6.9925  0.368
H -0.6909 -5.9022 -6.7942  0.364
H 1.4088 -6.1653 -5.1944  0.313
H 2.2994 -5.3318 -3.0398  0.320
H -0.8727 -2.4732 -5.5578  0.392
O -0.5327 -0.9763 1.3977  -0.492
C -1.2824 -0.2622 0.6026  0.733
O -0.7389 0.2709 -0.4351  -0.685
C -2.7043 -0.2139 1.1188  -0.761
P -3.0236 1.4362 1.7775  -0.168
C -4.7114 1.1538 2.5408  0.546
C -5.9363 1.3348 1.8867  -0.187
C -7.0914 1.1061 2.6474  -0.315
C -7.0956 0.7359 3.9463  -0.766
C -5.8274 0.4310 4.4992  -0.279
C -4.6374 0.6467 3.8226  -0.565
C -3.6340 2.2760 0.2885  0.368
C -4.2652 3.4904 0.4504  -0.291
C -4.7780 4.2407 -0.6419  -0.652
C -4.8829 3.6323 -1.8518  -0.544
C -4.2633 2.3802 -2.0308  -0.819
C -3.5641 1.7242 -1.0489  -0.248
H -2.7102 -0.9215 1.9307  0.598
H -3.4544 -0.4477 0.2873  0.498
H -5.9766 1.5040 0.7839  0.279
H -8.0282 1.2371 2.0543  0.296
H -7.9782 0.5627 4.5624  0.394
H -5.7250 0.1044 5.5346  0.335
H -3.6554 0.4037 4.3466  0.247
H -4.4583 3.8067 1.4485  0.460
H -4.9779 5.2514 -0.4194  0.468
H -5.4614 4.0854 -2.6586  0.401
H -4.4588 1.8687 -2.9443  0.422
H -2.9311 0.8966 -1.2441  0.446
C 3.7638 -5.4971 2.5887  -1.021
C 4.9022 -4.6963 2.0131  -0.220
C 4.6942 -3.2537 1.7654  0.082
N 3.5604 -2.7767 1.3472  -0.338
N 3.6392 -1.4583 0.9234  0.294
C 4.8305 -0.9429 1.0160  0.325
N 5.1524 0.3333 0.6460  -0.365
S 5.9621 -2.0353 1.8314  -0.178
H 3.7429 -6.5056 2.2422  0.330
H 2.7940 -4.9670 2.4651  0.252
H 3.8772 -5.6103 3.6653  0.287
H 5.1467 -5.0622 0.9679  0.230
H 5.8565 -4.7712 2.6309  0.346
H 4.4259 0.8589 0.1211  0.120
H 6.0333 0.7369 0.9467  0.210

Atoms 1-6, force components in eV/Å:
Ho 1.6851 0.9111 -0.7018
C 1.3036 -0.1111 0.1029
C 0.6309 0.8480 -4.7051
N 0.1541 0.0610 2.0754
N -0.0714 0.3379 -0.8526
C -0.5724 1.2546 1.8147

Values from the calculation:
LUMO (alpha / beta) = -0.11665 / -0.11632 Eh
Highest occupied orbital energy (alpha / beta) = -9.99 / -9.99 eV
Multiplicity = 5
Total charge = +1

Here is a molecular structure, C38H38Cl5GeNOTi in a non-equilibrium geometry from the OMol25 dataset. Energies are from the ωB97M-V functional and the def2-TZVPD basis.

Last column: Mulliken charge in e.
Cartesian coordinates (Å):
Ti -0.3692 -0.4343 -0.2909  -0.934
Cl 3.9711 -0.2433 5.3246  -0.301
C 3.2309 -0.2537 3.7526  0.634
C 1.8849 -0.5518 3.6550  -1.196
C 1.3001 -0.5458 2.3837  1.294
Cl -0.3893 -0.8415 2.2037  -0.170
C 2.0193 -0.2599 1.2019  -0.298
O 1.4624 -0.2406 0.0443  -0.278
C 3.3935 0.0114 1.3860  0.400
Cl 4.3315 0.3588 -0.0196  -0.243
C 4.0049 0.0357 2.6424  -0.823
H 1.2863 -0.7492 4.5299  0.468
H 5.0463 0.2986 2.7234  0.425
C -2.4871 -6.2202 1.4242  -1.662
C -1.6295 -5.1244 0.8529  0.739
C -0.2958 -5.3702 0.5591  -0.944
C 0.4884 -4.3401 0.0436  0.224
C 1.9523 -4.5388 -0.2493  -1.644
C -0.0866 -3.1163 -0.2300  -0.018
C -1.4639 -2.8328 -0.0010  0.349
C -2.1891 -3.8823 0.6125  -0.527
N -1.9126 -1.6176 -0.3883  0.747
C -3.3151 -1.2335 -0.5061  1.529
C -4.2808 -2.3696 -0.9051  -1.970
C -3.7922 -0.5661 0.7992  -1.318
C -3.3781 -0.1837 -1.6367  -1.554
H -1.9099 -7.1350 1.5431  0.348
H -3.3293 -6.4310 0.7624  0.309
H -2.8857 -5.9320 2.3964  0.346
H 0.1337 -6.3503 0.7345  0.233
H 2.2161 -5.5960 -0.2641  0.414
H 2.5641 -4.0447 0.5090  0.248
H 2.2083 -4.1009 -1.2143  0.346
H 0.5391 -2.3450 -0.6854  0.538
H -3.2108 -3.7270 0.9217  0.343
H -4.7049 -2.8690 -0.0373  0.345
H -3.7662 -3.1063 -1.5163  0.324
H -5.1091 -1.9633 -1.4829  0.514
H -3.8673 -1.2944 1.6071  0.293
H -4.7644 -0.0965 0.6528  0.539
H -3.0656 0.2021 1.0814  -0.070
H -2.9960 -0.6240 -2.5588  0.314
H -4.4040 0.1481 -1.7999  0.538
H -2.7609 0.6792 -1.3654  0.073
Cl 0.1329 -0.6603 -2.6408  0.228
C -0.3057 0.3242 -3.9713  -1.000
Cl -0.0981 -0.8117 -6.1521  -0.702
H 0.3848 1.1394 -4.1395  0.355
H -1.3528 0.5818 -3.9626  0.330
C -0.9783 1.4315 -0.2369  0.051
Ge -0.4326 2.5615 1.1838  0.933
C -1.5279 4.2532 1.0889  -0.513
C -1.3410 5.2675 2.0146  -0.076
C -2.1553 6.3839 2.0368  -0.807
C -3.1820 6.5061 1.1152  -0.349
C -3.3840 5.5032 0.1800  -0.654
C -2.5658 4.3884 0.1791  -0.209
C 1.3937 3.4565 1.2798  0.014
C 2.4751 3.0354 2.0408  0.367
C 3.7365 3.5784 1.8736  -0.733
C 3.9531 4.5547 0.9185  -0.560
C 2.8860 4.9960 0.1504  -0.654
C 1.6291 4.4520 0.3353  -0.600
C -1.0486 2.1127 3.0493  0.126
C -2.4258 2.0707 3.2334  -0.041
C -2.9908 1.8231 4.4702  -0.732
C -2.1759 1.5974 5.5664  -0.548
C -0.8014 1.6443 5.4089  -0.712
C -0.2508 1.9099 4.1669  0.115
H -0.8248 1.9853 -1.1809  0.405
H -0.5348 5.1681 2.7299  0.288
H -1.9904 7.1594 2.7764  0.362
H -3.8260 7.3785 1.1268  0.331
H -4.1844 5.5934 -0.5463  0.391
H -2.7208 3.5888 -0.5370  0.277
H 2.3424 2.2689 2.7891  -0.117
H 4.5568 3.2260 2.4854  0.385
H 4.9442 4.9642 0.7629  0.344
H 3.0465 5.7582 -0.6058  0.365
H 0.7959 4.8063 -0.2606  0.348
H -3.0688 2.2479 2.3802  0.339
H -4.0687 1.8093 4.5820  0.381
H -2.6061 1.3858 6.5366  0.344
H -0.1553 1.4760 6.2619  0.442
H 0.8235 1.9519 4.0754  0.564

Atoms 1-6, force components in eV/Å:
Ti -1.6607 1.6487 -0.8704
Cl 0.1732 0.0300 0.3405
C -0.0683 -0.0534 0.0192
C -0.2219 0.0826 -0.8791
C 0.8155 0.1462 0.7715
Cl -0.1495 -0.2178 0.5821

Values from the calculation:
LUMO (alpha / beta) = 0.14096 / 0.14095 Eh
Highest occupied orbital energy (alpha / beta) = -0.86 / -1.35 eV
Multiplicity = 3
Total charge = -2

total charge of number 2 (C38H38Cl5GeNOTi)? -2